Entry 1:
Molecular formula: C5H35NO12
Method: DFT, wB97M-V/def2-TZVPD

```
53
Properties=species:S:1:pos:R:3
C -2.281 -1.060 -1.788
C -0.815 -1.269 -1.694
C -0.533 -2.857 -1.891
C 0.992 -3.150 -1.852
C 2.746 -2.603 -0.400
N 1.504 -2.718 -0.643
H -2.686 -0.312 -1.123
H -2.365 -0.702 -2.780
H -3.000 -1.917 -1.473
H -0.210 -0.674 -2.266
H -0.412 -1.070 -0.667
H -1.098 -3.359 -1.039
H -0.690 -3.497 -2.871
H 1.403 -2.627 -2.747
H 1.086 -4.168 -1.899
H 3.145 -2.473 0.583
H 3.555 -2.651 -1.115
H 0.444 -0.246 3.960
H 0.152 -0.344 2.449
O -0.220 -0.342 3.328
H -0.689 2.655 -0.116
H -1.622 3.462 -0.928
O -0.619 3.340 -0.823
H -0.217 -3.376 1.315
H 0.618 -3.065 2.560
O 0.606 -3.155 1.674
H 4.014 1.761 1.477
H 3.297 0.849 2.341
O 3.243 1.662 1.950
H 1.377 3.282 -0.320
H 2.701 2.978 -0.010
O 2.239 3.348 -0.688
H -1.950 -1.846 3.122
H -2.585 -1.340 1.658
O -2.583 -2.087 2.423
H -3.006 2.650 1.820
H -2.422 1.398 2.199
O -2.853 1.813 1.471
H 0.589 -0.993 0.654
H 1.131 0.464 0.571
O 0.570 -0.151 1.045
H 1.846 0.421 -1.578
H 3.003 1.167 -1.393
O 2.369 0.764 -0.842
H -3.515 2.398 -0.613
H -3.222 2.105 -2.001
O -3.043 2.722 -1.387
H -0.283 2.040 -2.159
H 1.140 2.348 -2.804
O 0.462 1.780 -2.750
H -0.560 2.082 2.442
H -0.008 3.585 2.948
O -0.742 2.975 2.667
```

Properties
- DFT total energy (eV) = -31809.22281
- 2S+1 = 1
- relative energy (zero: lowest compared OMol25 entry of this formula, charge and spin) (kJ/mol) = 626.1

These are the natural (NBO) partial charges, in e, on atoms 1 to 5: -0.62 -0.42 -0.38 -0.26 -0.01

=====

Entry 2:
Molecular formula: C4H11N2O
Method: DFT, wB97M-V/def2-TZVPD

```
18
Properties=species:S:1:pos:R:3
C 0.397 -1.867 1.556
C -0.159 -0.727 1.038
N -0.130 0.537 1.508
N 0.136 -3.171 0.992
H 0.928 -1.796 2.510
H -0.746 -0.898 0.130
H -0.353 1.876 0.530
H 0.103 0.496 2.495
H -0.592 -3.698 1.465
H 0.979 -3.735 0.971
C -0.710 1.888 -1.399
O -0.488 2.592 -0.198
C 0.574 1.334 -1.978
H -1.260 2.552 -2.070
H -1.380 1.034 -1.202
H 0.409 0.937 -2.987
H 0.961 0.522 -1.365
H 1.330 2.124 -1.997
```

Properties
- DFT total energy (eV) = -9353.48393
- 2S+1 = 1
- charge = -1
- relative energy (zero: lowest compared OMol25 entry of this formula, charge and spin) (kJ/mol) = 97.1

These are the natural (NBO) partial charges, in e, on atoms 1 to 5: -0.32 0.04 -0.98 -0.86 0.12

=====

Entry 3:
Molecular formula: C3H6O3
Method: DFT, wB97M-V/def2-TZVPD

```
12
Properties=species:S:1:pos:R:3
C 1.213 0.680 1.062
C -0.139 0.331 0.026
C -0.241 -0.933 -0.767
O 0.990 1.194 -0.222
O 1.025 1.450 2.152
O -1.289 0.984 0.386
H 1.956 -0.091 1.172
H -0.793 -1.683 -0.205
H 0.753 -1.310 -0.992
H -0.766 -0.744 -1.704
H 0.387 2.146 1.941
H -1.652 1.446 -0.384
```

Properties
- SMILES = C[C@]1(O)O[C@H]1O
- DFT total energy (eV) = -9348.85540
- 2S+1 = 1
- relative energy (zero: lowest compared OMol25 entry of this formula, charge and spin) (kJ/mol) = 237.5

These are the natural (NBO) partial charges, in e, on atoms 1 to 5: 0.37 0.43 -0.67 -0.53 -0.69

=====

> What is the formula in the second record?

C4H11N2O